Density functional theory data (ωB97M-V/def2-TZVPD) for a 3-piece molecular cluster, C16H18Br2F16NO3S overall.

XYZ file:
```
57
Properties=species:S:1:pos:R:3:forces:R:3
C -6.7182 5.3425 5.4778 0.009 -0.050 -0.082
C -5.8645 5.6722 4.2817 -0.082 -0.136 0.072
N -5.5184 6.8587 4.0395 0.010 0.061 -0.005
C -5.4193 4.5011 3.4044 -0.165 0.170 -0.156
S -4.0117 3.6721 4.1626 0.025 0.095 -0.078
O -2.9957 4.8884 4.3946 -0.091 -0.117 0.020
C -3.2590 2.8764 2.7776 0.033 0.112 0.099
Br -2.2055 3.9357 1.6652 -0.096 0.063 -0.044
C -3.5669 1.5850 2.6068 -0.010 -0.164 0.146
C -4.4284 0.7875 3.5502 0.080 0.046 0.081
Br -2.9108 0.6815 1.1178 -0.032 0.105 -0.024
H -7.3157 4.4440 5.3193 0.005 0.031 -0.004
H -7.3810 6.1781 5.6899 0.070 0.018 0.044
H -6.0933 5.1761 6.3605 -0.022 0.004 -0.015
H -4.9250 6.9477 3.2150 -0.005 -0.002 -0.005
H -5.1379 4.8193 2.3995 0.127 0.027 0.073
H -6.1990 3.7370 3.3355 0.102 -0.049 0.015
H -3.0654 5.2111 5.3105 0.076 -0.042 -0.028
H -4.0779 0.9040 4.5783 -0.031 -0.001 -0.017
H -4.3841 -0.2684 3.3012 -0.046 0.023 -0.012
H -5.4708 1.1106 3.5024 0.010 -0.087 -0.060
C 0.6004 -2.6254 0.4674 0.059 -0.058 0.363
C 0.1286 -1.5099 -0.4731 0.007 -0.007 -0.048
C -1.2835 -1.6203 -1.0607 -0.059 -0.026 -0.054
F -1.4080 -2.7121 -1.8294 0.023 0.026 -0.065
F -1.5216 -0.5247 -1.8241 -0.006 0.011 0.015
F 1.0173 -1.3017 -1.4585 -0.002 0.021 0.011
F 0.0797 -0.3722 0.2991 -0.006 -0.002 0.000
O 1.4153 -3.6180 -0.1068 0.028 0.185 -0.413
C 0.9032 -4.7677 -0.6453 0.081 -0.106 0.182
C 1.3145 -4.9174 -2.1176 0.078 -0.028 0.028
F 0.8788 -3.8460 -2.8173 -0.093 0.017 0.032
F 0.7358 -6.0227 -2.6243 -0.003 0.011 0.017
F -0.4321 -4.8464 -0.4943 -0.016 0.003 -0.027
F 1.4476 -5.8104 0.0179 -0.094 -0.016 0.029
H 1.2447 -2.1199 1.1863 -0.001 -0.036 -0.005
H -0.2437 -3.0468 1.0148 -0.054 -0.005 -0.088
H -2.0404 -1.6518 -0.2704 0.089 -0.110 0.049
H 2.4002 -4.9905 -2.1975 -0.001 0.013 -0.034
C 5.7311 0.0696 -3.9578 0.052 0.265 -0.237
C 6.3926 -0.4314 -2.6688 0.022 0.000 0.034
C 7.2837 -1.6758 -2.7650 -0.002 0.050 0.008
F 6.5676 -2.7418 -3.1767 0.005 -0.022 0.021
F 7.7825 -1.9459 -1.5397 -0.005 -0.020 -0.009
F 5.4718 -0.5965 -1.6997 0.010 0.006 0.015
F 7.2415 0.5705 -2.2801 -0.022 -0.017 0.013
O 4.3854 -0.3164 -4.1516 -0.056 -0.202 0.375
C 4.0422 -1.4481 -4.8311 -0.041 0.125 -0.128
C 3.2039 -2.3951 -3.9584 -0.026 0.014 -0.081
F 3.8797 -2.7363 -2.8402 -0.010 -0.016 0.012
F 2.9631 -3.5228 -4.6643 0.005 0.001 0.014
F 5.1076 -2.0768 -5.3538 -0.005 -0.027 0.000
F 3.2403 -1.0836 -5.8618 0.076 -0.036 -0.034
H 5.6931 1.1520 -3.8444 -0.013 -0.015 -0.028
H 6.3528 -0.1522 -4.8250 0.007 -0.098 0.038
H 8.1109 -1.5031 -3.4577 0.002 -0.012 -0.004
H 2.2617 -1.9227 -3.6803 -0.001 0.002 -0.021
```
Forces are in eV/Å.

* spin multiplicity: 1
* HOMO-LUMO gap: 8.53 eV
* LUMO level: -4.3730 eV
* total charge: +1

Mulliken atomic charge list, values in e, 6 entries: C -1.17; C 0.57; N -0.58; C -0.73; S 0.26; O -0.38